Run i
Molecular formula: C3H10OS
Method: DFT, wB97M-V/def2-TZVPD

Structure (XYZ):
```
15
C3H10OS wB97M-V/def2-TZVPD
C 4.25 -2.15 -3.69
O 4.44 -1.74 -2.31
H 4.61 -3.25 -3.85
H 4.90 -1.70 -4.44
H 3.22 -1.99 -4.00
H 4.58 -0.82 -2.49
C -3.75 0.95 2.30
C -2.32 1.14 1.84
S -1.80 2.79 2.49
H -4.44 1.60 1.75
H -4.10 -0.17 2.23
H -3.68 1.18 3.33
H -2.28 1.22 0.68
H -1.56 0.54 2.46
H -2.06 2.41 3.70
```

Spin multiplicity: 2
HOMO-LUMO gap (spin up / spin down), eV: 7.78 / 2.89
Charge: +1
HOMO (spin up / spin down), eV: -12.2 / -12.2
⟨S²⟩: 0.75

Run ii
Molecular formula: C3H10OS
Method: DFT, wB97M-V/def2-TZVPD

Structure (XYZ):
```
15
C3H10OS wB97M-V/def2-TZVPD
C -0.24 -0.09 -1.97
C 1.09 0.08 -1.14
C 0.45 -1.32 -1.39
S -1.12 -0.20 0.93
H -1.32 -0.10 -1.79
H -0.09 1.85 -1.28
H 0.00 0.17 -3.00
H 1.99 0.42 -1.68
H 1.22 0.11 -0.09
H 0.89 -2.08 -2.09
H 0.11 -1.74 -0.50
H -2.42 -0.07 1.14
H 0.22 0.92 1.78
H 1.00 1.55 3.01
O 1.07 1.28 2.07
```

Spin multiplicity: 2
HOMO-LUMO gap (spin up / spin down), eV: 6.24 / 5.82
Charge: +1
HOMO (spin up / spin down), eV: -14.6 / -14.2
⟨S²⟩: 0.75

Relative energies, unit kJ/mol: run i 0.0; run ii 427.8